23
Properties=species:S:1:pos:R:3 method="wB97M-V/def2-TZVPD" total_energy_ha=-584.0576 homo_ev=-9.2 e_lumo_ha=0.01010 smiles=C#C[C@@H](C)CN.On1cnnn1 relative_energy_kcal_mol=88.0 gap_ev=9.5
C -0.012 0.169 -0.054
C -0.403 0.219 -1.208
C -0.862 0.047 -2.607
C 0.174 -0.695 -3.471
C -2.168 -0.740 -2.648
N -3.250 0.019 -2.029
H 0.312 0.220 0.998
H -1.014 1.056 -3.033
H 1.111 -0.129 -3.553
H 0.401 -1.659 -3.001
H -0.209 -0.870 -4.483
H -2.024 -1.681 -2.089
H -2.333 -1.019 -3.710
H -3.252 0.949 -2.434
H -4.143 -0.409 -2.231
O 3.516 1.077 5.517
N 2.497 0.555 4.786
C 2.279 0.484 3.464
N 1.089 -0.080 3.277
N 0.665 -0.406 4.519
N 1.454 0.054 5.409
H 3.204 1.955 5.835
H 2.969 0.885 2.746

24
Properties=species:S:1:pos:R:3 method="wB97M-V/def2-TZVPD" total_energy_ha=-638.7051 homo_ev=-11.3 charge=+1 e_lumo_ha=-0.11869 smiles="CNN1CNc2c1[nH]c(=[NH2+])[nH]c2=O" relative_energy_kcal_mol=33.2 gap_ev=8.1
C 0.775 1.008 -2.718
N -0.476 1.375 -1.989
N -0.239 1.436 -0.550
C 0.788 2.265 0.163
N 1.227 1.456 1.304
C 0.536 0.258 1.349
C -0.265 0.050 0.208
N -1.170 -0.959 0.026
C -1.080 -1.984 0.800
N -1.806 -3.073 0.552
N -0.267 -1.912 1.840
C 0.640 -0.867 2.249
O 1.424 -1.120 3.138
H 1.537 1.871 -2.922
H 1.314 0.357 -2.098
H 0.377 0.574 -3.714
H -0.877 2.256 -2.228
H 0.284 3.205 0.459
H 1.661 2.361 -0.479
H 2.164 1.635 1.696
H -1.692 -0.990 -0.901
H -2.570 -2.830 -0.032
H -2.053 -3.818 1.171
H -0.233 -2.553 2.678

19
Properties=species:S:1:pos:R:3 method="wB97M-V/def2-TZVPD" total_energy_ha=-364.9264 homo_ev=-8.4 e_lumo_ha=0.00068 relative_energy_kcal_mol=191.4 gap_ev=8.4
C -1.457 0.692 -0.392
C -0.435 0.138 -1.528
C 0.827 0.242 -0.782
C 1.105 -1.078 -0.102
C 1.265 -0.451 1.222
C -0.625 1.317 0.837
H -1.431 -0.985 1.220
H -2.172 1.226 -0.834
H -0.297 0.954 -2.352
H -0.873 -0.869 -2.077
H 1.734 0.355 -1.477
H 2.146 -1.721 -0.271
H 0.246 -1.894 -0.248
H 2.288 -0.215 1.766
H 0.509 -1.008 1.842
H -0.362 2.298 0.798
H -1.029 0.847 1.837
N 0.816 0.776 0.475
O -2.256 -0.624 0.067

19
Properties=species:S:1:pos:R:3 method="wB97M-V/def2-TZVPD" total_energy_ha=-365.1654 homo_ev=-9.4 e_lumo_ha=0.03180 smiles="C=N[C@](C)(O)C(=C)C" relative_energy_kcal_mol=41.5 gap_ev=10.3
C -2.629 0.518 0.052
N -1.527 0.435 -0.532
C -0.367 -0.314 0.092
C -0.225 -1.636 -0.667
O -0.573 -0.622 1.451
C 0.833 0.562 -0.130
C 0.917 1.543 -1.009
C 2.058 0.108 0.719
H -2.857 0.072 1.027
H -3.442 1.029 -0.452
H -0.110 -1.438 -1.728
H 0.631 -2.187 -0.289
H -1.122 -2.229 -0.504
H -0.565 0.200 1.956
H 1.834 2.094 -1.140
H 0.066 1.828 -1.603
H 2.886 -0.134 0.056
H 2.364 0.928 1.367
H 1.827 -0.757 1.334

19
Properties=species:S:1:pos:R:3 method="wB97M-V/def2-TZVPD" total_energy_ha=-365.0253 homo_ev="-7.5 / -7.5" e_lumo_ha="-0.01474 / -0.01471" relative_energy_kcal_mol=129.4 gap_ev="7.1 / 7.1"
C -0.745 -0.660 -0.080
C -0.155 0.917 -0.945
C 1.927 -0.756 -0.062
C 0.731 0.057 0.392
N -1.704 -0.694 0.881
C -1.436 0.246 -1.417
C 0.828 0.765 1.545
O -2.577 0.747 -1.163
H -0.342 -1.556 -0.542
H -1.445 -0.530 1.843
H -2.555 -0.208 0.568
H -1.289 -0.352 -2.333
H -0.378 1.882 -0.512
H 0.657 0.873 -1.662
H 2.121 -1.561 0.649
H 2.819 -0.132 -0.130
H 1.771 -1.213 -1.041
H 1.752 0.788 2.108
H 0.019 1.388 1.902

19
Properties=species:S:1:pos:R:3 method="wB97M-V/def2-TZVPD" total_energy_ha=-365.0298 homo_ev="-8.3 / -8.3" e_lumo_ha="0.02858 / 0.02858" smiles="C/C=[NH+]/[O-].CC#CC" relative_energy_kcal_mol=126.5 gap_ev="9.1 / 9.1"
C -0.835 -2.157 0.321
C -0.431 -1.240 1.317
N -1.282 -0.381 1.827
O -1.067 0.479 2.758
H -1.853 -2.226 0.022
H -0.300 -3.152 0.494
H -0.393 -1.890 -0.674
H 0.618 -1.320 1.430
H -2.272 -0.420 1.574
C 1.649 0.055 -2.379
C 0.824 0.873 -1.419
C 0.380 1.581 -0.519
C -0.087 2.466 0.563
H 1.141 -0.306 -3.199
H 1.952 -0.779 -1.857
H 2.448 0.666 -2.820
H 0.439 3.411 0.567
H 0.216 1.852 1.388
H -1.147 2.490 0.606

19
Properties=species:S:1:pos:R:3 method="wB97M-V/def2-TZVPD" total_energy_ha=-365.1775 homo_ev=-8.4 e_lumo_ha=0.03128 smiles=Cc1c[nH]cc1C.O relative_energy_kcal_mol=33.9 gap_ev=9.2
C 1.073 1.767 -0.178
C -0.145 0.828 -0.091
C -1.227 0.869 -0.868
N -2.036 -0.222 -0.489
C -1.433 -0.961 0.510
C -0.214 -0.302 0.813
C 0.789 -0.789 1.766
H 1.103 2.285 0.735
H 1.981 1.255 -0.305
H 0.811 2.505 -0.900
H -1.664 1.585 -1.626
H -2.921 -0.583 -0.893
H -1.951 -2.034 0.825
H 0.452 -1.694 2.254
H 0.916 0.023 2.513
H 1.766 -0.930 1.388
O 1.276 -1.451 -1.836
H 0.712 -1.174 -2.541
H 0.711 -0.975 -1.079

19
Properties=species:S:1:pos:R:3 method="wB97M-V/def2-TZVPD" total_energy_ha=-365.1785 homo_ev=-9.4 e_lumo_ha=0.03448 smiles="C=CC[C@@H](C)NC=O" relative_energy_kcal_mol=33.2 gap_ev=10.4
C 2.377 -0.198 -0.947
C 2.000 -0.101 0.328
C 0.854 0.757 0.754
C -0.541 0.098 0.660
C -1.590 1.149 0.309
N -0.588 -0.924 -0.414
C -1.683 -1.705 -0.621
O -1.708 -2.579 -1.458
H 2.058 0.595 -1.619
H 3.072 -0.937 -1.317
H 2.557 -0.637 1.092
H 0.884 1.726 0.237
H 0.981 1.141 1.771
H -0.665 -0.453 1.592
H -2.573 0.781 0.020
H -1.838 1.798 1.161
H -1.193 1.765 -0.478
H 0.084 -0.819 -1.157
H -2.488 -1.457 0.087

19
Properties=species:S:1:pos:R:3 method="wB97M-V/def2-TZVPD" total_energy_ha=-364.9382 homo_ev=-8.0 e_lumo_ha=0.03461 smiles=CN[C@]12CCO[C@@H]1C2 relative_energy_kcal_mol=184.0 gap_ev=8.9
C -1.411 1.614 -0.672
N -0.148 1.139 -0.402
C 0.040 -0.320 -0.623
C -0.636 -0.804 0.746
C 0.491 -0.374 1.731
O 1.865 -0.365 0.901
C 1.422 -1.001 -0.149
C 1.124 -0.682 -1.538
H -1.610 1.119 -1.607
H -1.283 2.779 -0.840
H -2.229 1.360 0.104
H 0.295 1.420 0.567
H -1.812 -0.520 0.931
H -0.710 -1.879 0.667
H 0.704 -1.053 2.527
H 0.226 0.794 2.072
H 1.526 -2.048 0.036
H 1.265 0.277 -1.966
H 0.880 -1.453 -2.487

19
Properties=species:S:1:pos:R:3 method="wB97M-V/def2-TZVPD" total_energy_ha=-365.0489 homo_ev=-9.0 e_lumo_ha=0.03880 smiles=C[C@]12COCCN1C2 relative_energy_kcal_mol=114.6 gap_ev=10.1
C 0.835 0.957 1.125
C 0.766 0.325 -0.247
C -0.178 1.102 -1.044
O -1.330 0.914 -0.176
C -1.807 -0.419 -0.071
C -0.737 -1.318 0.455
N 0.266 -1.015 -0.569
C 1.785 -0.696 -0.509
H -0.172 1.562 1.314
H 1.009 0.170 1.836
H 1.512 1.699 0.975
H -0.084 2.230 -1.155
H -0.321 0.558 -1.909
H -2.709 -0.316 0.517
H -1.963 -0.802 -1.170
H -0.505 -0.980 1.537
H -1.009 -2.343 0.434
H 2.146 -0.668 -1.618
H 2.497 -0.958 0.276

19
Properties=species:S:1:pos:R:3 method="wB97M-V/def2-TZVPD" total_energy_ha=-365.0199 homo_ev=-7.7 e_lumo_ha=0.03218 relative_energy_kcal_mol=132.7 gap_ev=8.6
C -1.204 -0.526 0.080
C 1.925 -0.067 1.292
C 1.658 -0.074 -0.132
C -2.455 -1.249 -0.344
C -1.330 0.912 0.668
C 1.839 0.601 -1.482
N -0.182 -1.067 -0.363
O 2.549 -0.956 0.390
H 2.618 0.818 1.541
H 1.119 -0.363 1.922
H -2.907 -0.729 -1.210
H -2.041 -2.172 -0.469
H -3.121 -1.121 0.503
H -1.970 1.447 0.135
H -0.354 1.448 0.907
H -1.733 0.718 1.738
H 2.788 0.951 -1.477
H 1.055 1.475 -1.455
H 1.746 -0.047 -2.245

19
Properties=species:S:1:pos:R:3 method="wB97M-V/def2-TZVPD" total_energy_ha=-365.1535 homo_ev=-8.2 e_lumo_ha=0.03064 relative_energy_kcal_mol=48.9 gap_ev=9.0
C -1.139 0.063 1.837
C -0.723 0.903 -1.193
C 0.242 -1.438 -1.416
C 1.135 -0.005 0.675
C -0.173 -0.316 -0.495
N 1.443 1.329 0.691
C -0.784 -0.715 0.774
O 1.924 -0.854 1.013
H 2.293 1.560 1.180
H 0.751 2.040 0.545
H -1.496 -0.390 2.746
H -1.113 1.142 1.816
H -0.808 -1.787 0.923
H -1.459 0.588 -1.933
H 0.079 1.448 -1.696
H -1.222 1.596 -0.516
H 0.954 -1.071 -2.158
H -0.625 -1.853 -1.932
H 0.722 -2.241 -0.861